Density functional theory data (ωB97M-V/def2-TZVPD) for a 5-piece molecular cluster, C41H66ClF7N3O16P2S overall.

Structure (ORCA input):
```
! RIJCOSX wB97M-V def2-TZVPD def2/J DEFGRID3
* xyz 1 1
C 6.91980 1.96729 -0.61114
C 5.50839 2.59510 -0.68855
C 4.85401 2.56909 -2.07654
O 3.64713 1.79151 -2.07063
C 3.61536 0.65960 -2.89763
C 2.15564 0.34472 -3.30746
P 1.51143 1.44383 -4.74571
C 2.72114 0.92738 -6.01299
C 2.03976 3.17712 -4.35682
C 3.36249 3.65385 -4.97190
O 2.28386 -0.97135 -3.83719
C 1.21255 -1.83713 -4.01367
N 0.58332 -1.58773 -5.32723
C 0.37224 -2.51580 -6.09658
O 0.18599 -3.38566 -6.82614
O 1.68680 -3.12695 -3.93602
C 2.95595 -3.40952 -4.57612
C 4.14338 -3.36004 -3.61944
C 4.14584 -4.59697 -2.71855
C 5.45009 -3.24346 -4.44607
C 6.12345 -1.87022 -4.31958
C 7.27140 -1.72060 -5.33005
C 6.62424 -1.61946 -2.89024
C 0.05851 -1.64100 -2.97314
C -0.55738 -3.03778 -2.70592
C -1.84887 -3.06765 -1.89577
O -2.07827 -2.43238 -0.92876
Cl -2.99365 -4.24689 -2.51628
P -1.37664 -0.58674 -3.63735
O -2.13915 -0.15262 -2.43695
N 0.49900 -0.91044 -1.72677
S 1.30886 -1.95521 -0.49682
O 0.34969 -2.82867 0.08466
O 2.49293 -2.41028 -1.13365
C 1.75599 -0.80634 0.90208
F 0.76479 0.07594 1.05211
F 2.89428 -0.17608 0.62915
C 1.89770 -1.57600 2.26730
F 2.36409 -0.61712 3.08316
F 0.69388 -1.93644 2.69196
C 2.88399 -2.78680 2.32051
F 2.25631 -3.89576 1.97948
F 3.35219 -2.90322 3.53832
F 3.88299 -2.57334 1.47453
C 1.36329 0.37082 -1.96290
C 0.62803 1.66513 -1.59943
N -0.42180 2.04267 -2.53604
H 7.63960 2.67042 -0.19336
H 6.91979 1.06672 0.00603
H 7.28450 1.67813 -1.60067
H 4.84007 2.09514 0.01553
H 5.57588 3.63490 -0.35810
H 5.55022 2.17704 -2.82373
H 4.58104 3.58300 -2.38723
H 3.97568 -0.22500 -2.34302
H 4.24145 0.75116 -3.78932
H 3.77210 1.09487 -5.76837
H 2.57033 -0.12789 -6.23732
H 2.48916 1.49158 -6.92145
H 1.23277 3.79668 -4.76379
H 2.05789 3.36131 -3.28200
H 4.20057 2.99850 -4.72048
H 3.30214 3.68626 -6.06294
H 3.60860 4.65775 -4.61821
H 2.85253 -4.43107 -4.95984
H 3.10008 -2.76592 -5.45057
H 4.04729 -2.45838 -3.01335
H 4.89684 -4.52223 -1.92962
H 3.16456 -4.77186 -2.26744
H 4.37862 -5.47806 -3.32831
H 6.14198 -4.02415 -4.11100
H 5.23099 -3.43581 -5.50199
H 5.36135 -1.11197 -4.55533
H 8.19132 -2.15578 -4.92816
H 7.05111 -2.23739 -6.26618
H 7.47776 -0.66954 -5.54484
H 5.92045 -1.98358 -2.13320
H 6.73137 -0.54323 -2.70846
H 7.59496 -2.09044 -2.72554
H 0.13583 -3.70397 -2.18365
H -0.73522 -3.51326 -3.67091
H -0.84293 0.42054 -4.44407
H -2.03551 -1.52982 -4.43752
H -0.41197 -0.59097 -1.31723
H 2.14340 0.27312 -1.20939
H 0.26179 1.59436 -0.57457
H 1.40545 2.43018 -1.57192
H -1.35079 1.89657 -2.16003
H -0.34823 3.01955 -2.79108
O 2.97331 4.00022 4.93911
C 2.01201 3.37586 5.27387
O 0.79020 3.94187 5.41977
C -0.15799 2.97898 5.91147
C 0.41927 1.62074 5.52713
C 1.92224 1.89491 5.59768
H -0.24547 3.10044 6.99251
H -1.12181 3.18837 5.45475
H 0.07524 0.81367 6.17065
H 0.13434 1.37880 4.50056
H 2.32235 1.73431 6.59959
H 2.50474 1.31996 4.88367
O -4.34183 -1.04154 6.42314
C -3.61609 -1.61787 5.66990
O -2.26842 -1.46355 5.70735
C -1.65224 -2.18002 4.62596
C -2.65697 -3.25667 4.22881
C -3.98445 -2.56849 4.54500
H -1.46732 -1.47094 3.81726
H -0.70363 -2.57876 4.97726
H -2.55176 -3.57636 3.19406
H -2.53206 -4.13085 4.86819
H -4.35041 -1.97300 3.70657
H -4.76831 -3.24711 4.86803
O -8.36995 4.14063 4.71373
C -7.78911 3.26005 5.27540
O -7.79897 1.98426 4.81349
C -7.10409 1.11335 5.72691
C -6.17479 2.02565 6.51742
C -6.97492 3.32778 6.55369
H -7.84136 0.62122 6.36389
H -6.57526 0.35758 5.15293
H -5.91910 1.62104 7.49312
H -5.24783 2.17596 5.96249
H -7.66845 3.36603 7.39520
H -6.36116 4.22388 6.55840
O -14.54947 1.73663 3.92677
C -13.43131 1.90681 3.54339
O -13.12649 2.02168 2.22674
C -11.70363 2.12153 2.04882
C -11.16173 2.62368 3.38183
C -12.15873 2.01377 4.36554
H -11.32218 1.12958 1.79396
H -11.51010 2.79625 1.21857
H -10.12633 2.34468 3.55763
H -11.22291 3.71118 3.42014
H -11.87299 1.00647 4.67445
H -12.33388 2.62143 5.24866
*
```

## Properties
Largest force on an atom: 0.0224 Eh/bohr
HOMO-LUMO gap: 7.27 eV

Atomic partial charges in e from the Löwdin method, atoms 1 to 6: -0.09, -0.19, -0.18, -0.16, -0.17, -0.43